(1)
DFT (wB97M-V/def2-TZVPD) results for one molecule with the formula C18H26N2O5S2 at a distorted geometry.

Summary:
- HOMO-LUMO gap (eV) = 9.29
- SMILES = O=S(=O)(NCCC1=CCCCC1)c1cccc(S(=O)(=O)N2CCOCC2)c1
- DFT total energy (Eh) = -1983.53965
- E_HOMO (eV) = -9.2
- largest force on an atom (Eh/bohr) = 0.021
- total charge = 0

Last column: Mulliken charge in e.
Geometry (Å):
O1 -1.3393 -0.9113 1.6479  -0.6629
S1 -1.4411 -1.2624 0.2621  1.4915
O2 -2.2017 -2.4150 -0.1193  -0.7360
N1 -2.0018 0.0148 -0.6596  -0.2412
C1 -1.9836 1.3330 -0.0593  -0.4071
C2 -3.0805 1.5401 0.9981  -1.4288
C3 -4.4168 1.0645 0.4846  0.2415
C4 -5.1137 1.7640 -0.4020  -0.3285
C5 -6.4308 1.3321 -0.9703  -0.6630
C6 -7.0471 0.1961 -0.1590  -0.7990
C7 -5.9885 -0.8604 0.1370  -0.7584
C8 -4.8924 -0.2605 1.0131  -0.1004
C9 0.2137 -1.4092 -0.4075  -0.1872
C10 0.3716 -1.8744 -1.7000  -0.5290
C11 1.6434 -1.9687 -2.2438  -0.8535
C12 2.7421 -1.5760 -1.4923  -0.3365
C13 2.5607 -1.1051 -0.2053  -0.0646
S2 3.9902 -0.5506 0.7422  1.2694
O3 3.7121 -0.7495 2.1294  -0.7066
O4 5.1545 -1.1389 0.1524  -0.7279
N2 4.1141 1.0847 0.5063  0.0585
C14 3.1821 1.9635 1.1725  -0.9052
C15 2.0553 2.3907 0.2249  0.1588
O5 2.5726 2.9316 -0.9718  -0.4961
C16 3.3926 2.0040 -1.6495  -0.2158
C17 4.5731 1.5721 -0.7726  -0.7700
C18 1.2992 -1.0282 0.3558  -0.4266
H1 -2.9026 -0.2085 -1.0587  0.3693
H2 -0.9992 1.4590 0.3946  -0.0223
H3 -2.0959 2.0591 -0.8695  0.6367
H4 -2.8110 0.9772 1.8913  0.3882
H5 -3.1179 2.6023 1.2478  0.5688
H6 -4.7330 2.7106 -0.7647  0.3856
H7 -6.2786 1.0085 -2.0065  0.2902
H8 -7.1120 2.1865 -1.0020  0.3749
H9 -7.4302 0.5909 0.7841  0.3227
H10 -7.8839 -0.2419 -0.7061  0.3475
H11 -6.4360 -1.7185 0.6407  0.3548
H12 -5.5548 -1.2149 -0.8009  0.2219
H13 -5.2731 -0.1102 2.0292  0.3562
H14 -4.0495 -0.9529 1.0894  0.1449
H15 -0.5051 -2.1725 -2.2521  0.4547
H16 1.7802 -2.3452 -3.2458  0.4260
H17 3.7470 -1.6447 -1.8793  0.5288
H18 2.7966 1.4323 2.0415  0.4068
H19 3.7312 2.8516 1.5056  0.3323
H20 1.4528 3.1814 0.6750  0.4307
H21 1.4115 1.5280 -0.0094  -0.1093
H22 3.7450 2.5157 -2.5464  0.3831
H23 2.7963 1.1247 -1.9409  0.1300
H24 5.1504 0.7741 -1.2372  0.4096
H25 5.2256 2.4343 -0.5946  0.3320
H26 1.1615 -0.7030 1.3748  0.6607



(2)
DFT (wB97M-V/def2-TZVPD) results for C16H15CrN3O3 as an isolated structure at a distorted geometry.

Summary:
- HOMO-LUMO gap (spin up / spin down) (eV) = 5.31 / 6.05
- DFT total energy (Eh) = -2052.98979
- 2S+1 = 5
- expectation value of S² = 6.029
- E_HOMO (spin up / spin down) (eV) = -5.2 / -6.1
- largest force on an atom (Eh/bohr) = 0.064
- total charge = 0

Last column: Mulliken charge in e.
Geometry (Å):
Cr1 -1.0637 0.7983 -0.4813  0.7381
C1 -3.0366 1.7702 -1.3042  0.0296
O1 -3.0294 1.7629 0.0186  -0.4597
O2 -2.8784 0.5107 -1.6816  -0.4394
O3 -1.9134 2.3556 -1.6634  -0.3815
N1 -1.1347 -1.0175 0.6342  0.3864
C2 -2.3124 -1.6412 0.7944  -0.2127
C3 -2.4455 -2.9020 1.3361  -0.7456
C4 -1.3173 -3.5719 1.7906  -0.0709
C5 -0.1148 -2.8748 1.7359  -0.9863
C6 -0.0403 -1.6403 1.1489  -0.1112
H1 -3.1859 -1.0631 0.5169  0.4139
H2 -3.3737 -3.4355 1.4888  0.3808
H3 -1.4536 -4.5528 2.2220  0.3920
H4 0.6977 -3.3415 2.2801  0.3571
H5 0.8183 -0.9845 1.1898  0.3807
N2 0.1643 1.9115 0.9506  0.2155
C7 1.4442 2.2678 0.7230  -0.3567
C8 2.2695 2.7785 1.6988  -0.8358
C9 1.7629 2.9811 2.9709  -0.1121
C10 0.4440 2.6332 3.2165  -0.7860
C11 -0.3530 2.2186 2.1577  -0.1122
H6 1.8585 2.0185 -0.2450  0.5566
H7 3.3211 2.9372 1.5026  0.3691
H8 2.3794 3.3832 3.7632  0.3781
H9 0.0124 2.8282 4.1882  0.3844
H10 -1.4313 2.1430 2.2178  0.4584
N3 0.4187 0.0059 -1.8310  0.3455
C12 -0.0857 -0.1969 -3.0792  -0.1935
C13 0.5570 -0.9034 -4.0753  -0.8506
C14 1.9115 -1.2343 -3.8628  -0.1866
C15 2.4616 -1.0697 -2.6088  -1.0515
C16 1.6511 -0.4665 -1.6379  0.1884
H11 -1.1214 0.0810 -3.2366  0.4013
H12 0.0996 -0.9459 -5.0524  0.3866
H13 2.4434 -1.7716 -4.6377  0.3677
H14 3.4643 -1.4494 -2.4809  0.3755
H15 2.1118 -0.3228 -0.6675  0.3866



(3)
DFT (wB97M-V/def2-TZVPD) results for a 7-piece molecular cluster, C31H43F2I2N2O21S overall at a distorted geometry.

Summary:
- HOMO-LUMO gap (eV) = 6.68
- DFT total energy (Eh) = -4089.50225
- E_HOMO (eV) = -11.8
- largest force on an atom (Eh/bohr) = 0.094
- total charge = +1

Last column: Mulliken charge in e.
Geometry (Å):
C1 -3.8719 -4.7601 1.3048  -1.0324
C2 -3.9839 -3.5963 0.1872  -0.4776
C3 -3.5159 -4.2134 -1.2437  0.3820
F1 -4.7038 -4.5053 -2.0312  -0.3077
C4 -2.5315 -3.2543 -2.0397  1.1784
C5 -3.1448 -1.8891 -2.5386  -0.4722
I1 -5.1566 -1.2167 -2.1749  0.1788
C6 -2.1914 -0.9517 -3.3677  -0.5900
I2 -2.8034 0.9402 -4.2125  0.3067
C7 -0.7354 -1.5407 -3.5521  0.5194
C8 0.3110 -0.6895 -4.4231  -0.9985
C9 0.8127 0.6532 -3.7078  -0.5012
C10 0.3813 0.7984 -2.1738  -0.5820
S1 1.1448 2.3030 -1.3600  1.1764
O1 2.5074 2.5052 -1.9557  -0.5939
O2 0.2003 3.4563 -1.6183  -0.5853
O3 1.2549 2.0052 0.2808  -0.4440
N1 -0.2919 -2.7665 -3.0366  -1.0655
N2 -1.1627 -3.4903 -2.3522  1.2072
C11 -0.5868 -4.7899 -1.8181  -0.6546
C12 -0.6269 -5.9718 -2.9091  0.4536
C13 -2.0158 -6.7482 -3.0030  -1.0923
F2 -0.1815 -5.4872 -4.2049  -0.3438
H1 -4.5241 -5.6304 0.9663  0.3048
H2 -2.7819 -5.1374 1.2419  0.2012
H3 -4.1252 -4.3832 2.3565  0.3752
H4 -5.0526 -3.1839 0.1445  0.3251
H5 -3.2343 -2.7802 0.5046  0.2806
H6 -3.0802 -5.2397 -0.9888  -0.0505
H7 1.2156 -1.3770 -4.6030  0.3122
H8 -0.1390 -0.5194 -5.4709  0.3144
H9 1.9626 0.7250 -3.7480  0.3571
H10 0.4387 1.5791 -4.2760  0.3597
H11 0.6597 -0.1634 -1.6298  0.3494
H12 -0.7552 0.9353 -2.0381  0.3788
H13 0.4165 1.6376 0.6446  0.3339
H14 -1.0068 -5.0732 -0.8024  0.2860
H15 0.5344 -4.5817 -1.6391  -0.0080
H16 0.1676 -6.7341 -2.5783  0.2568
H17 -2.8839 -6.1345 -3.4084  0.2471
H18 -1.8558 -7.6045 -3.7596  0.3932
H19 -2.2070 -7.2468 -1.9977  0.2966
C14 1.7028 5.1706 1.4963  -0.1064
C15 3.0798 4.8585 1.9968  -0.3479
O4 3.2129 5.7174 3.1227  -0.2705
C16 1.9549 6.0052 3.5572  0.5590
O5 1.7086 6.5670 4.5851  -0.4839
O6 1.0155 5.5719 2.6746  -0.3562
H20 1.2190 4.3065 1.0398  0.0948
H21 1.6950 5.9998 0.7834  0.2570
H22 3.1798 3.8208 2.3294  0.2425
H23 3.8510 5.0680 1.2544  0.3917
C17 -7.7413 -3.8320 -4.4697  -0.1232
C18 -9.2185 -3.5919 -4.5446  -0.3122
O7 -9.3046 -2.1827 -4.7032  -0.3140
C19 -8.1251 -1.7648 -5.2371  0.6256
O8 -7.9244 -0.6603 -5.6503  -0.5201
O9 -7.2010 -2.7681 -5.2404  -0.2834
H24 -7.4547 -4.7980 -4.8877  0.2940
H25 -7.3564 -3.7583 -3.4479  0.0848
H26 -9.6777 -4.0748 -5.4117  0.2626
H27 -9.7403 -3.9142 -3.6425  0.2976
C20 5.4770 6.9842 5.2941  0.0039
C21 6.4133 5.8146 5.2929  -0.3318
O10 7.4011 6.1973 4.3459  -0.3338
C22 7.3872 7.5586 4.2789  0.6242
O11 8.2051 8.2137 3.7033  -0.5229
O12 6.3226 8.0746 4.9517  -0.3332
H28 5.0121 7.1447 6.2678  0.3208
H29 4.6935 6.8942 4.5369  0.0869
H30 6.8938 5.6614 6.2637  0.2812
H31 5.9228 4.8879 4.9906  0.2540
C23 -1.0011 8.8610 4.5707  -0.1654
C24 0.1100 9.5630 5.2898  -0.2087
O13 -0.5587 10.6226 5.9604  -0.3361
C25 -1.8582 10.2449 6.1093  0.6071
O14 -2.6589 10.8298 6.7776  -0.5161
O15 -2.1277 9.1137 5.3997  -0.3389
H32 -0.8227 7.7894 4.4725  0.1600
H33 -1.1902 9.2823 3.5786  0.2522
H34 0.5958 8.9251 6.0334  0.2408
H35 0.8673 9.9522 4.6080  0.2985
C26 4.2609 0.1611 -0.5373  -0.0995
C27 5.2230 -0.6246 0.2990  -0.3779
O16 4.5203 -1.8418 0.5311  -0.3246
C28 3.6151 -1.9814 -0.4738  0.5783
O17 2.9735 -2.9761 -0.6745  -0.5316
O18 3.5285 -0.8488 -1.2226  -0.2127
H36 4.7658 0.8209 -1.2433  0.3448
H37 3.5670 0.7520 0.0665  0.0323
H38 6.1536 -0.8478 -0.2301  0.2642
H39 5.4618 -0.1270 1.2397  0.3178
C29 1.7535 -6.3597 0.3830  -0.1608
C30 2.7259 -7.1385 1.2170  -0.4130
O19 2.0398 -8.3628 1.4490  -0.3222
C31 1.1338 -8.5127 0.4463  0.5347
O20 0.5069 -9.5093 0.2446  -0.5221
O21 1.0330 -7.3763 -0.3012  -0.1718
H40 2.2497 -5.6930 -0.3244  0.2556
H41 1.0524 -5.7777 0.9895  0.1986
H42 3.6577 -7.3504 0.6853  0.2689
H43 2.9608 -6.6400 2.1582  0.3314